# 1
{"formula": "CH4IOP", "method": "ωB97M-V/def2-TZVPD", "de_lowest_kcal_mol": 39.1, "energy_ev": -20536.9819, "largest_force_ev_per_a": 4.6, "species": ["H", "H", "H", "I", "C", "P", "O", "H"], "positions_angstrom": [[0.442, -1.174, -1.243], [-1.169, 0.080, 1.368], [0.375, 1.396, 0.292], [2.546, 0.185, -0.006], [-0.938, 0.148, 0.245], [0.840, -1.484, -0.013], [-0.421, 1.263, -0.208], [-1.674, -0.415, -0.436]], "forces_ev_per_a": [[-0.3, 0.1, -2.3], [0.2, 0.1, -1.7], [1.1, 0.8, 0.5], [0.7, 0.4, 0.1], [-0.2, -4.4, 1.3], [-1.7, 0.5, 2.2], [-0.9, 1.1, -1.1], [1.0, 1.3, 1.1]]}

***

# 2
{"formula": "CH4IOP", "method": "ωB97M-V/def2-TZVPD", "de_lowest_kcal_mol": 63.4, "energy_ev": -20535.9263, "largest_force_ev_per_a": 2.1, "species": ["O", "H", "C", "H", "H", "I", "H", "P"], "positions_angstrom": [[-0.305, 0.847, 0.425], [-1.057, -0.942, -0.302], [-0.836, -0.453, 0.702], [-0.136, -1.108, 1.338], [0.532, 1.098, -2.813], [2.517, -0.567, -0.356], [-1.676, -0.313, 1.402], [0.960, 1.438, -0.396]], "forces_ev_per_a": [[0.5, 0.5, 0.0], [-0.1, 0.4, 1.5], [0.7, -1.2, 0.1], [-0.4, 1.0, -1.3], [0.2, 0.2, 1.7], [-0.4, 0.7, 0.0], [-0.1, 0.1, -0.9], [-0.5, -1.8, -1.1]]}

***

# 3
{"formula": "CH4IPS", "method": "ωB97M-V/def2-TZVPD", "spin_multiplicity": 3, "s2": 2.01, "de_lowest_kcal_mol": 24.5, "energy_ev": -29324.0853, "largest_force_ev_per_a": 1.4, "species": ["H", "H", "H", "S", "H", "P", "I", "C"], "positions_angstrom": [[0.747, 1.921, -0.166], [-1.919, -1.978, -0.180], [-0.317, -1.129, -0.354], [-1.920, 0.312, 0.788], [-0.938, -1.780, 1.140], [2.035, 1.440, 0.099], [3.513, 2.475, -1.552], [-1.201, -1.262, 0.225]], "forces_ev_per_a": [[-0.2, 0.5, -0.6], [-0.1, 0.5, -0.5], [0.5, 0.0, -0.6], [0.2, -0.7, -0.4], [0.4, 0.1, 0.5], [0.8, -0.4, 0.3], [-0.6, -0.1, 0.3], [-1.0, 0.1, 0.9]]}

***

# 4
{"formula": "CH4N2", "method": "ωB97M-V/def2-TZVPD", "de_lowest_kcal_mol": 75.6, "energy_ev": -4079.6050, "largest_force_ev_per_a": 5.0, "smiles": "C=NN", "species": ["H", "H", "N", "N", "C", "H", "H"], "positions_angstrom": [[-0.831, 1.310, -0.015], [-1.715, -0.281, 0.682], [-1.084, 0.129, -0.070], [0.029, -0.533, -0.086], [1.127, 0.144, 0.048], [2.079, -0.292, 0.168], [1.082, 1.228, -0.031]], "forces_ev_per_a": [[-1.6, -3.9, 0.4], [0.9, 1.2, -1.4], [-2.4, 4.4, 0.4], [4.4, -0.7, 1.6], [-2.0, -0.5, -1.0], [0.8, -0.8, -0.3], [-0.1, 0.4, 0.4]]}

***

# 5
{"formula": "CH4N2O", "method": "ωB97M-V/def2-TZVPD", "de_lowest_kcal_mol": 181.8, "energy_ev": -6122.6254, "largest_force_ev_per_a": 4.1, "species": ["N", "H", "N", "O", "H", "H", "H", "C"], "positions_angstrom": [[1.095, 0.148, -0.723], [2.244, -0.564, 1.049], [-2.532, -0.144, -0.578], [-1.206, -0.040, -0.082], [1.734, -0.184, 1.610], [1.717, 0.930, -0.947], [-2.934, -0.272, 0.294], [-0.120, 0.125, -0.623]], "forces_ev_per_a": [[-1.4, -0.1, -1.2], [-1.6, 1.2, 2.2], [-0.4, 0.1, -2.9], [4.0, 0.5, -0.7], [1.9, -1.3, -1.6], [-0.7, -0.3, 0.1], [-1.3, -0.3, 2.2], [-0.4, 0.2, 1.9]]}

***

# 6
{"formula": "CH4N2O", "method": "ωB97M-V/def2-TZVPD", "de_lowest_kcal_mol": 98.4, "energy_ev": -6126.2415, "largest_force_ev_per_a": 4.2, "smiles": "[H]/N=C/ON", "species": ["H", "O", "H", "N", "C", "H", "N", "H"], "positions_angstrom": [[-0.436, -0.440, -1.147], [0.438, 0.288, 0.779], [-2.677, -1.029, -0.071], [1.488, 0.557, -0.082], [-0.872, -0.379, -0.160], [1.660, 1.561, -0.047], [-1.901, -0.622, 0.443], [2.300, 0.064, 0.286]], "forces_ev_per_a": [[0.1, 0.0, -0.3], [-3.6, -1.6, -1.5], [0.2, 0.1, -0.1], [0.3, 0.0, -0.6], [3.1, 1.6, 2.3], [0.0, -0.2, 0.1], [0.0, 0.0, 0.2], [-0.1, 0.2, 0.0]]}

***

# 7
{"formula": "CH4N2O", "method": "ωB97M-V/def2-TZVPD", "de_lowest_kcal_mol": 75.2, "energy_ev": -6127.2469, "largest_force_ev_per_a": 4.1, "species": ["H", "N", "H", "O", "C", "N", "H", "H"], "positions_angstrom": [[-1.563, 0.962, -0.194], [-0.485, -0.759, -0.093], [-0.113, -1.463, -0.761], [-1.443, -3.034, 0.905], [-0.660, -2.284, 1.352], [-1.058, 0.377, -0.815], [-1.700, 0.011, -1.564], [0.460, -0.439, 0.221]], "forces_ev_per_a": [[-0.6, 0.1, 0.8], [1.8, 1.0, -0.7], [-1.0, 0.6, -0.2], [2.2, 2.1, 1.4], [-2.5, -3.2, -0.4], [0.3, -1.3, -2.4], [0.8, 0.6, 1.4], [-1.1, 0.2, 0.1]]}

***

# 8
{"formula": "CH4N2O2", "method": "ωB97M-V/def2-TZVPD", "de_lowest_kcal_mol": 58.4, "energy_ev": -8174.1547, "largest_force_ev_per_a": 2.8, "smiles": "NN(O)C=O", "species": ["H", "N", "O", "O", "H", "H", "N", "H", "C"], "positions_angstrom": [[1.486, -0.455, -1.302], [-0.191, -0.314, -0.186], [-0.723, -1.534, 0.231], [-0.091, 1.911, 0.256], [1.561, 0.554, -0.113], [-1.913, 0.957, 0.095], [1.223, -0.345, -0.370], [-0.589, -1.676, 1.255], [-0.763, 0.902, 0.135]], "forces_ev_per_a": [[-0.2, -0.5, -2.0], [1.0, -0.3, -0.4], [-0.1, 0.2, 2.1], [-0.4, -0.6, -0.2], [0.3, 0.9, 0.7], [1.5, -0.6, 0.5], [-1.1, -0.5, 2.3], [0.0, 0.8, -2.7], [-0.9, 0.6, -0.3]]}

***

# 9
{"formula": "CH4N2O2", "method": "ωB97M-V/def2-TZVPD", "de_lowest_kcal_mol": 101.1, "energy_ev": -8172.3007, "largest_force_ev_per_a": 3.8, "smiles": "[H]/N=[N+](/[O-])OC", "species": ["H", "C", "O", "N", "H", "H", "O", "N", "H"], "positions_angstrom": [[1.607, -0.060, -1.107], [1.180, -0.287, -0.153], [0.199, 0.608, 0.125], [-1.218, -0.045, 0.315], [2.107, -0.144, 0.516], [0.912, -1.279, 0.214], [-1.230, -1.152, 0.780], [-2.024, 0.765, -0.155], [-1.532, 1.594, -0.535]], "forces_ev_per_a": [[-0.3, -0.9, -1.2], [3.1, -0.5, 2.3], [-1.8, 0.7, 0.9], [2.1, 1.2, -1.4], [-1.3, 0.4, -0.4], [-0.3, -0.4, -1.1], [-0.6, 1.1, -0.3], [-0.9, -0.7, 0.6], [0.0, -0.9, 0.5]]}

***

# 10
{"formula": "CH4N2O2", "method": "ωB97M-V/def2-TZVPD", "de_lowest_kcal_mol": 68.1, "energy_ev": -8173.7315, "largest_force_ev_per_a": 1.7, "smiles": "O=NO.C=N", "species": ["H", "O", "H", "N", "O", "C", "N", "H", "H"], "positions_angstrom": [[1.321, 2.241, 0.247], [0.069, -2.840, -1.086], [1.580, 0.404, 0.230], [-0.330, 0.986, 0.383], [-1.323, -1.470, -0.161], [0.896, 1.236, 0.277], [-0.052, -1.792, -0.530], [-0.954, 1.791, 0.429], [-1.208, -0.556, 0.213]], "forces_ev_per_a": [[-0.1, 0.0, 0.0], [-0.9, 1.2, 0.8], [0.2, -0.2, -0.1], [-0.9, 0.0, 0.1], [-0.1, -0.9, -0.3], [0.2, 0.3, 0.1], [0.7, -0.5, -0.5], [0.4, 0.2, 0.0], [0.5, -0.1, -0.2]]}

***

# 11
{"formula": "CH4N2O2S", "method": "ωB97M-V/def2-TZVPD", "de_lowest_kcal_mol": 32.6, "energy_ev": -19010.5118, "largest_force_ev_per_a": 4.7, "species": ["C", "N", "O", "H", "S", "H", "O", "H", "N", "H"], "positions_angstrom": [[0.328, -0.621, -0.252], [-0.157, -1.221, -1.297], [0.786, 2.826, -0.667], [0.063, -0.679, -2.107], [1.334, 2.172, 0.483], [-0.328, -0.164, 1.572], [0.471, 1.869, 1.629], [-1.078, -1.695, -1.302], [-0.280, -0.891, 0.938], [-1.139, -1.596, 1.002]], "forces_ev_per_a": [[-0.4, 1.3, 3.0], [-0.9, -0.7, -1.2], [-0.2, 0.0, 0.3], [0.1, -0.5, -0.8], [-0.9, -0.9, 1.2], [0.3, 1.5, 1.7], [0.9, 0.7, -1.5], [0.7, 0.2, 0.1], [-1.8, -3.6, -2.4], [2.2, 2.0, -0.3]]}

***

# 12
{"formula": "CH4N2O2S", "method": "ωB97M-V/def2-TZVPD", "de_lowest_kcal_mol": 76.1, "energy_ev": -19008.6250, "largest_force_ev_per_a": 5.1, "smiles": "O=C(NO)NS", "species": ["H", "N", "O", "S", "H", "H", "H", "C", "N", "O"], "positions_angstrom": [[-1.505, -1.717, 0.813], [0.642, -0.392, -0.205], [0.315, 1.901, -0.006], [2.390, -0.285, 0.108], [0.308, -1.389, -0.337], [2.969, 0.732, -0.780], [-2.074, 0.988, 0.543], [-0.087, 0.712, -0.035], [-1.386, 0.469, 0.022], [-1.574, -1.019, -0.123]], "forces_ev_per_a": [[-0.3, 3.9, -3.3], [4.2, -1.9, -0.4], [-0.3, -2.6, 0.2], [-0.1, 1.1, -1.0], [0.5, 2.5, 0.1], [-1.6, -1.6, 1.0], [0.1, -0.1, 0.1], [1.3, 4.0, 0.1], [-2.2, -4.3, -0.1], [-1.7, -1.0, 3.3]]}

***

# 13
{"formula": "CH4N2O2S", "method": "ωB97M-V/def2-TZVPD", "de_lowest_kcal_mol": 67.2, "energy_ev": -19009.0118, "largest_force_ev_per_a": 5.1, "smiles": "O=C(NO)NS", "species": ["C", "N", "H", "S", "N", "H", "O", "H", "O", "H"], "positions_angstrom": [[-0.356, 0.498, 0.062], [1.063, 0.690, -0.143], [-0.209, -1.189, -0.942], [2.438, -0.259, -0.039], [-0.785, -0.814, 0.053], [2.251, -1.183, 1.225], [-2.109, -0.899, -0.002], [1.281, 1.647, -0.040], [-1.004, 1.593, 0.078], [-2.571, -0.083, -0.252]], "forces_ev_per_a": [[1.5, 4.5, -1.0], [-1.8, -0.8, 0.7], [-2.2, 0.8, 3.3], [-0.3, -2.9, 2.0], [3.8, 0.5, -3.3], [0.2, 2.2, -2.3], [-2.7, -1.6, 0.1], [-0.1, 1.1, 0.3], [0.9, -4.3, 0.4], [0.8, 0.5, -0.2]]}

***

# 14
{"formula": "CH4N2O2S", "method": "ωB97M-V/def2-TZVPD", "de_lowest_kcal_mol": 49.4, "energy_ev": -19009.7808, "largest_force_ev_per_a": 7.2, "species": ["H", "H", "S", "N", "H", "H", "N", "O", "C", "O"], "positions_angstrom": [[0.705, -1.389, -0.025], [0.214, -0.726, -1.475], [-2.272, 0.126, -0.044], [1.445, 1.021, 0.759], [1.125, 1.849, 1.213], [2.019, -0.658, -1.033], [0.591, 0.659, -0.049], [-2.898, 0.864, 1.006], [0.837, -0.586, -0.727], [-1.767, -1.161, 0.373]], "forces_ev_per_a": [[-0.1, -0.3, 0.4], [-2.8, -0.4, -3.8], [0.2, -1.0, 1.0], [0.7, -1.5, -0.8], [-0.5, 1.2, 0.4], [-2.9, 0.2, 0.4], [-0.7, 0.6, 0.5], [-0.2, 0.6, -0.2], [6.6, 0.2, 2.8], [-0.2, 0.4, -0.7]]}

***

# 15
{"formula": "CH4N2O2S", "method": "ωB97M-V/def2-TZVPD", "de_lowest_kcal_mol": 181.2, "energy_ev": -19004.0643, "largest_force_ev_per_a": 9.2, "species": ["S", "H", "N", "O", "C", "N", "H", "O", "H", "H"], "positions_angstrom": [[0.227, -1.331, -1.167], [2.445, -0.461, -0.940], [0.705, 1.067, -0.082], [1.943, 1.209, -0.915], [-0.225, 0.033, -0.329], [-1.112, -0.175, 0.632], [0.261, 2.054, -0.031], [-1.818, -1.253, 0.796], [-1.117, -1.867, 0.629], [-1.309, 0.723, 1.407]], "forces_ev_per_a": [[1.2, -0.5, -1.2], [-2.4, 3.2, 0.0], [0.1, 2.2, -1.5], [-1.8, -3.6, 1.3], [2.7, -0.5, 1.3], [-0.4, 8.6, 3.1], [1.2, -2.1, -0.2], [-2.0, -1.2, 0.3], [0.6, -2.3, -0.3], [0.7, -3.8, -2.9]]}

***

# 16
{"formula": "CH4N2O3", "method": "ωB97M-V/def2-TZVPD", "de_lowest_kcal_mol": 64.8, "energy_ev": -10219.6146, "largest_force_ev_per_a": 4.9, "species": ["C", "H", "O", "H", "N", "O", "H", "H", "N", "O"], "positions_angstrom": [[-0.306, -0.276, 0.100], [0.488, -1.895, -0.135], [1.473, 1.290, 0.096], [-1.913, 0.554, -0.785], [-0.933, 0.788, -0.662], [1.931, -0.832, 0.119], [-0.735, 1.612, -0.172], [-0.670, 0.183, 1.603], [1.156, 0.122, 0.110], [-0.493, -1.547, -0.274]], "forces_ev_per_a": [[-1.9, 3.6, 2.7], [-2.1, 0.3, -0.4], [-0.3, -0.8, 0.2], [0.1, 0.5, 0.1], [-0.1, -3.3, -0.8], [-0.3, 0.4, 0.0], [-0.3, 1.5, 0.5], [1.1, -1.9, -3.2], [1.1, -0.4, 0.0], [2.6, 0.3, 0.8]]}

***

# 17
{"formula": "CH4N2O3", "method": "ωB97M-V/def2-TZVPD", "de_lowest_kcal_mol": 37.7, "energy_ev": -10220.7932, "largest_force_ev_per_a": 6.0, "smiles": "[H]/N=C\\ON=O.O", "species": ["N", "O", "N", "C", "O", "H", "H", "O", "H", "H"], "positions_angstrom": [[-0.669, -0.572, 1.948], [-0.589, 2.340, -1.333], [-0.872, 1.227, -1.063], [-0.939, -0.274, 0.816], [1.528, -0.734, -1.267], [1.905, -0.560, -0.444], [1.853, -1.555, -1.520], [-0.563, 0.964, 0.309], [-0.275, 0.208, 2.565], [-1.380, -1.044, -0.012]], "forces_ev_per_a": [[0.8, -0.2, 5.0], [-0.3, -1.9, 0.6], [0.1, 1.3, -0.4], [-0.8, -0.7, -5.9], [-1.9, 1.8, -1.3], [1.0, 0.5, 2.2], [0.9, -2.3, -0.8], [-0.2, 0.6, 0.0], [-0.6, -1.3, -1.4], [1.0, 2.1, 2.1]]}

***

# 18
{"formula": "CH4N2O3", "method": "ωB97M-V/def2-TZVPD", "de_lowest_kcal_mol": 136.6, "energy_ev": -10216.5041, "largest_force_ev_per_a": 4.0, "species": ["N", "H", "O", "O", "O", "C", "H", "H", "N", "H"], "positions_angstrom": [[-1.479, 0.001, 0.096], [-0.432, 1.802, -0.566], [0.812, 0.284, -0.745], [-1.409, -1.185, 0.215], [-2.471, 0.661, 0.121], [-0.231, 0.839, -0.043], [0.140, 0.811, 1.764], [2.426, -1.002, -0.770], [1.587, -0.690, -0.063], [1.059, -1.521, -0.009]], "forces_ev_per_a": [[1.2, 1.1, -0.3], [-0.3, -0.7, 1.0], [-0.8, 0.2, 0.3], [0.5, -1.3, 0.0], [-1.6, 0.7, 0.0], [2.2, -0.5, 2.2], [-0.6, 0.3, -3.9], [-2.7, 1.5, 1.9], [3.5, -0.2, -1.3], [-1.3, -1.1, 0.1]]}

***

# 19
{"formula": "CH4N2O3", "method": "ωB97M-V/def2-TZVPD", "de_lowest_kcal_mol": 161.7, "energy_ev": -10215.4141, "largest_force_ev_per_a": 7.0, "species": ["H", "N", "C", "H", "H", "O", "O", "H", "O", "N"], "positions_angstrom": [[-0.678, -1.524, 0.160], [0.054, -1.318, 0.678], [0.531, 1.245, 0.484], [0.768, -1.912, 0.259], [-0.591, 1.971, -1.819], [0.759, 2.917, -1.011], [0.736, 2.509, 0.329], [0.439, 1.051, 1.527], [-0.501, 2.862, -1.580], [0.456, 0.420, -0.414]], "forces_ev_per_a": [[-5.1, -1.0, -3.3], [5.3, 4.3, 1.4], [-0.1, -0.9, 2.4], [0.5, 0.2, 0.0], [-0.1, -2.6, -0.7], [1.1, 0.2, -1.2], [-0.2, 3.0, 0.4], [0.0, -0.3, 0.9], [-0.4, 2.4, 1.0], [-1.1, -5.4, -0.8]]}

***

# 20
{"formula": "CH4N2O4", "method": "ωB97M-V/def2-TZVPD", "de_lowest_kcal_mol": 114.4, "energy_ev": -12264.5695, "largest_force_ev_per_a": 2.6, "smiles": "CON(O)[N+](=O)[O-]", "species": ["H", "N", "N", "C", "H", "O", "O", "O", "H", "H", "O"], "positions_angstrom": [[1.050, -2.131, 0.064], [1.576, 0.484, 0.496], [0.418, -0.347, -0.429], [-1.701, 0.419, -0.196], [-1.482, 1.410, 0.181], [2.578, -0.061, 0.758], [1.002, -1.505, -0.707], [1.219, 1.586, 0.714], [-2.759, 0.013, -0.163], [-1.207, 0.552, -1.173], [-0.694, -0.420, 0.454]], "forces_ev_per_a": [[-0.1, 0.9, -0.4], [-2.3, -0.5, -1.0], [1.0, 1.2, 1.2], [1.1, 0.3, -0.7], [-1.1, 0.3, 0.8], [1.4, -1.2, 0.2], [-0.3, -1.5, 0.5], [-0.4, 1.4, 0.4], [1.6, 0.5, 0.1], [-1.5, -0.4, -0.3], [0.6, -0.8, -0.7]]}